# 1
This record from OMol25 describes a cluster of 3 separate species, C4H10Cl2Si in total in a non-equilibrium geometry. The level of theory is ωB97M-V with the def2-TZVPD basis set.

The geometry in XYZ format:
```
17
Properties=species:S:1:pos:R:3:forces:R:3:lowdin_charge:R:1
C 2.005 0.192 -1.422 -0.730 -1.363 2.098 -0.092
C 1.433 -1.423 0.510 0.136 0.258 -4.853 -0.042
C 1.783 -0.196 0.114 1.394 -1.076 -1.641 -0.251
C -2.311 0.008 -0.420 0.878 0.721 0.259 -1.210
Si -1.727 0.915 1.378 2.978 2.098 -1.581 0.606
Cl -4.035 0.633 -0.756 1.662 -0.006 0.239 0.396
Cl -2.492 -1.798 -0.431 0.594 1.005 0.241 0.426
H 2.713 -0.501 -1.967 -1.138 0.453 0.674 0.084
H 0.957 0.184 -1.805 1.174 0.428 -0.547 0.060
H 2.513 1.137 -1.346 -0.336 0.710 -0.690 0.042
H 1.247 -2.210 -0.316 -0.029 1.298 1.475 0.096
H -0.001 1.325 2.122 -2.620 -1.593 -1.187 -0.006
H 1.589 -1.781 1.440 -0.056 -0.872 3.091 0.005
H 2.229 0.512 0.800 -0.432 0.116 0.303 0.069
H -1.556 0.317 -1.227 -1.662 -0.558 0.841 0.018
H -1.712 2.453 1.121 -1.011 -1.316 0.007 -0.088
H -2.635 0.233 2.205 -0.801 -0.304 1.271 -0.115
```
Positions in Å, forces in eV/Å.

Properties
Kohn-Sham gap: 9.56 eV
E_HOMO: -9.65 eV
energy: -37228.39040 eV
E_LUMO: -0.09 eV
strongest force on any atom: 4.86 eV/A

---

# 2
This record from OMol25 describes an isolated molecule of C4H10Cl2Si2 in a non-equilibrium geometry. The level of theory is ωB97M-V with the def2-TZVPD basis set.

The geometry in XYZ format:
```
18
Properties=species:S:1:pos:R:3:forces:R:3:lowdin_charge:R:1
C -0.375 2.119 0.704 -0.212 2.555 1.662 -0.146
C -0.883 0.803 0.304 0.957 -2.302 -2.313 -0.462
C -0.205 -0.319 -0.040 1.606 0.533 -0.346 -0.221
C 1.315 -0.643 0.045 0.853 1.098 3.819 -0.327
Si 2.544 -1.936 -0.725 -2.252 -0.036 1.278 0.284
Cl 2.139 -3.726 0.259 0.237 0.056 0.277 0.184
Si -2.659 0.627 -0.197 0.185 -0.583 2.475 0.220
Cl -3.040 -0.787 -1.584 -0.225 -0.869 -0.339 0.304
H -1.233 2.852 0.677 0.690 -0.650 0.379 0.068
H 0.431 2.766 0.264 -0.307 -1.512 -0.509 0.093
H -0.050 2.031 1.760 -0.297 0.285 -0.239 0.087
H -0.760 -1.164 -0.371 -0.457 -0.611 -0.141 0.028
H 1.908 0.315 0.264 -0.821 -1.023 -0.503 0.070
H 1.258 -1.076 1.161 0.573 0.591 -1.931 0.098
H 3.982 -1.792 -0.754 0.393 0.601 0.314 -0.069
H 2.046 -2.294 -1.969 -0.319 -0.194 -2.056 -0.103
H -3.475 0.439 1.090 0.158 0.026 -0.983 -0.030
H -2.942 1.785 -0.888 -0.761 2.036 -0.844 -0.079
```
Positions in Å, forces in eV/Å.

Properties
Kohn-Sham gap: 10.04 eV
E_HOMO: -9.38 eV
energy: -45110.60014 eV
E_LUMO: 0.67 eV
strongest force on any atom: 4.06 eV/A

---

# 3
This record from OMol25 describes the ion C4H10ClN2 with charge +1 in a non-equilibrium geometry. The level of theory is ωB97M-V with the def2-TZVPD basis set.

The geometry in XYZ format:
```
17
Properties=species:S:1:pos:R:3:forces:R:3:lowdin_charge:R:1
C 0.157 -0.057 -1.578 -2.112 0.374 -0.530 -0.548
C -0.261 -0.981 -0.481 1.365 -2.325 -0.104 0.008
C -0.389 1.431 -1.622 3.131 -2.459 3.126 0.038
C 0.859 -0.531 1.619 0.562 -0.682 5.603 -0.036
N 1.521 -0.063 -1.267 1.170 -0.549 0.852 -0.374
N -0.355 -0.503 0.883 -0.428 -1.953 -2.134 -0.020
Cl 2.438 -1.194 -2.116 -0.232 0.199 0.057 0.696
H -0.099 -0.635 -2.427 -0.112 -0.110 -1.552 0.111
H -0.061 -2.115 -0.428 -0.243 1.949 -0.809 0.172
H -0.547 1.658 -0.511 0.550 0.828 -1.577 0.091
H -1.320 1.484 -2.046 -1.987 0.314 -1.533 0.054
H 0.492 1.904 -2.096 -1.125 0.688 0.394 0.109
H 1.717 -0.055 1.180 -0.150 0.329 -0.400 0.100
H 0.551 -0.121 2.667 0.953 0.084 -1.812 0.153
H 1.083 -1.530 1.967 0.354 -0.577 -0.717 0.106
H -0.462 0.457 0.721 -2.073 2.036 0.601 0.113
H -1.097 -1.161 1.237 0.377 1.856 0.536 0.226
```
Positions in Å, forces in eV/Å.

Properties
Kohn-Sham gap (spin up / spin down): 8.56 / 8.96 eV
E_HOMO (spin up / spin down): -13.67 / -13.87 eV
total charge: +1
energy: -19800.58477 eV
E_LUMO (spin up / spin down): -5.11 / -4.92 eV
strongest force on any atom: 5.67 eV/A

---

# 4
This record from OMol25 describes a structure of composition C4H10ClNO in a non-equilibrium geometry. The level of theory is ωB97M-V with the def2-TZVPD basis set.

The geometry in XYZ format:
```
17
Properties=species:S:1:pos:R:3:forces:R:3:lowdin_charge:R:1
C 0.938 -0.962 1.274 1.013 -0.316 -0.630 -0.086
C 2.051 -0.239 -0.745 0.151 -2.363 5.765 -0.016
C -2.272 1.487 -0.077 0.229 2.844 -0.092 -0.272
C -0.412 -0.510 -0.652 -0.223 2.636 0.205 -0.566
N 0.837 -0.882 -0.172 -1.582 0.889 -2.067 -0.280
O -0.940 1.150 0.109 1.854 -1.698 -0.903 -0.295
Cl -1.686 -1.538 -0.130 -0.514 -0.612 0.018 0.735
H 1.787 -1.642 1.536 -0.740 0.558 -0.053 0.109
H 1.178 0.077 1.468 -0.181 0.013 1.487 0.081
H 0.000 -1.313 1.665 -0.033 0.068 0.515 0.048
H 1.883 0.284 -1.573 -0.576 1.979 -3.420 0.042
H 2.432 0.374 0.130 -0.113 0.023 -1.495 0.104
H 2.740 -1.071 -0.795 0.523 0.098 -0.763 0.089
H -2.698 1.775 0.894 -0.333 -0.750 0.029 0.066
H -2.726 0.661 -0.558 -1.448 -0.488 -0.389 0.003
H -2.507 2.515 -0.659 0.978 -2.177 0.428 0.105
H -0.607 -0.166 -1.715 0.996 -0.703 1.363 0.133
```
Positions in Å, forces in eV/Å.

Properties
Kohn-Sham gap: 9.58 eV
E_HOMO: -8.72 eV
energy: -20366.98338 eV
E_LUMO: 0.86 eV
strongest force on any atom: 6.23 eV/A

---

# 5
This record from OMol25 describes an isolated molecule of C4H10ClP in a non-equilibrium geometry. The level of theory is ωB97M-V with the def2-TZVPD basis set.

The geometry in XYZ format:
```
16
Properties=species:S:1:pos:R:3:forces:R:3:lowdin_charge:R:1
C 1.172 0.595 0.713 -0.037 1.326 0.387 -0.151
C -0.152 -1.370 0.038 -3.137 -2.637 1.410 -0.180
C -1.224 0.846 0.498 -0.625 1.500 -2.466 -0.688
C -0.070 0.083 -0.067 1.444 1.247 2.146 -0.928
P 0.205 0.539 -1.884 0.394 0.167 -2.476 0.857
Cl -1.475 0.386 2.132 -0.840 0.129 1.761 0.656
H 1.768 1.499 0.220 -1.268 -1.904 0.866 0.104
H 0.751 0.921 1.733 1.347 -0.412 -1.471 0.051
H 1.784 -0.292 0.832 0.709 0.415 0.240 0.061
H -1.011 -1.928 -0.476 0.776 1.268 0.146 0.104
H -0.399 -1.663 1.135 0.857 0.467 -1.558 0.096
H 0.704 -1.886 -0.281 1.461 -0.558 -0.272 0.050
H -0.935 1.950 0.347 -0.821 -1.383 0.650 0.102
H -2.171 0.641 -0.049 0.576 0.268 0.234 0.076
H -0.449 -0.378 -2.654 -1.027 -0.217 -0.570 -0.127
H 1.503 0.059 -2.235 0.191 0.325 0.972 -0.082
```
Positions in Å, forces in eV/Å.

Properties
multiplicity: 3
Kohn-Sham gap (spin up / spin down): 4.65 / 8.00 eV
E_HOMO (spin up / spin down): -3.81 / -10.72 eV
energy: -26114.81862 eV
E_LUMO (spin up / spin down): 0.84 / -2.72 eV
strongest force on any atom: 4.33 eV/A
expectation value of S²: 2.004

---

# 6
This record from OMol25 describes a structure of composition C4H10F18KO2P3 in a non-equilibrium geometry. The level of theory is ωB97M-V with the def2-TZVPD basis set.

The geometry in XYZ format:
```
38
Properties=species:S:1:pos:R:3:forces:R:3:lowdin_charge:R:1
K -0.543 0.884 -0.675 0.054 0.017 0.485 0.876
P 2.943 3.414 -0.803 -1.003 0.602 0.612 0.209
F 2.559 3.648 -2.375 2.068 1.191 -1.027 -0.205
F 1.434 2.803 -0.891 -1.101 -0.700 2.420 -0.248
F 3.470 1.936 -1.189 0.708 0.001 0.619 -0.176
F 3.106 3.174 0.859 -0.068 -0.533 -2.241 -0.201
F 4.442 4.035 -0.903 -0.401 -0.631 -0.302 -0.178
F 2.401 4.891 -0.436 -0.213 -0.174 -0.284 -0.169
P -1.541 2.769 2.301 2.700 -0.344 2.176 0.164
F -1.415 3.121 0.724 -0.636 -0.086 0.090 -0.199
F -1.185 1.206 2.038 1.256 -0.497 -0.971 -0.221
F 0.093 3.152 2.444 -1.177 -0.493 -0.540 -0.209
F -1.473 2.412 3.893 -0.566 -0.077 0.239 -0.196
F -1.886 4.278 2.727 -0.759 0.011 -0.874 -0.155
F -3.045 2.254 2.190 -0.851 1.405 -0.162 -0.139
P -3.909 -1.830 -0.466 -1.516 -0.305 0.067 0.243
F -3.347 -2.175 1.069 0.567 1.335 -1.622 -0.196
F -2.584 -2.508 -1.234 -0.916 -0.125 1.527 -0.205
F -4.790 -3.159 -0.217 0.398 -0.972 -0.807 -0.188
F -4.569 -1.778 -1.981 0.363 0.494 0.310 -0.210
F -5.188 -0.969 0.080 0.198 -0.346 0.390 -0.190
F -3.203 -0.393 -0.613 1.046 -0.114 0.014 -0.191
C 0.082 -2.480 -2.783 -0.558 1.052 -0.998 -0.114
O 0.565 -1.471 -1.899 0.736 -1.742 0.112 -0.243
C 1.869 -1.726 -1.298 -0.636 1.122 -1.449 -0.176
C 1.734 -2.145 0.137 1.273 1.300 -0.203 -0.218
O 1.180 -1.046 0.836 -0.535 -0.823 2.230 -0.198
C 1.041 -1.357 2.273 0.170 0.302 -0.286 -0.059
H 0.567 -2.418 -3.757 0.504 0.284 -0.204 0.073
H -0.946 -2.176 -2.978 -0.118 -0.513 0.215 0.080
H 0.146 -3.544 -2.553 -0.020 0.133 1.086 0.088
H 2.348 -0.778 -1.545 0.297 0.439 1.364 0.127
H 2.548 -2.352 -1.877 -0.594 -0.997 -0.170 0.121
H 2.744 -2.252 0.532 0.384 -0.424 0.007 0.123
H 1.248 -3.118 0.216 -0.654 0.132 0.223 0.131
H 0.800 -0.491 2.889 -1.047 0.329 -0.933 0.088
H 1.936 -1.608 2.842 1.050 -0.531 -0.983 0.071
H 0.370 -2.203 2.423 -0.402 0.278 -0.131 0.090
```
Positions in Å, forces in eV/Å.

Properties
Kohn-Sham gap: 10.03 eV
E_HOMO: -5.97 eV
total charge: -2
energy: -101533.02580 eV
E_LUMO: 4.06 eV
strongest force on any atom: 3.48 eV/A